No. 1
Entry from the OMol25 dataset: C15H30F5NO2OsP2Te as an isolated structure in a non-equilibrium geometry (ωB97M-V/def2-TZVPD).

Values from the calculation:
Lowest unoccupied orbital energy (alpha / beta)   -0.00391 / -0.06127 Ha
Gap between HOMO and LUMO (alpha / beta)   6.79 / 7.02 eV
Spin multiplicity   5
Electronic energy   -63551.613 eV
HOMO level (alpha / beta)   -6.90 / -8.68 eV

Each line ends with the Mulliken spin population.
Atoms and positions in Å:
Os: -0.1142 0.1509 0.2435  1.91
P: -1.9744 0.4677 -1.2553  0.03
P: 1.8171 -0.4104 1.5208  0.06
N: 0.0283 -1.4805 -0.4565  0.44
H: -0.4682 2.9515 -0.5485  0.00
C: -1.4198 0.9552 -2.9167  0.00
H: -2.2744 1.1624 -3.5699  0.00
H: -0.8281 0.1487 -3.3590  0.00
H: -0.8028 1.8576 -2.8494  0.00
C: -3.2658 1.6675 -0.8305  -0.02
H: -3.9822 1.7684 -1.6588  0.00
H: -2.7988 2.6352 -0.6301  0.00
H: -3.7840 1.3405 0.0800  0.01
C: -2.9267 -1.0807 -1.5073  0.01
H: -3.8695 -0.8869 -2.0336  0.00
H: -3.1631 -1.5170 -0.5288  0.00
H: -2.3388 -1.8000 -2.0913  0.00
C: 3.3430 -0.0865 0.5787  -0.01
H: 4.2349 -0.2825 1.1847  0.00
H: 3.3416 0.9636 0.2624  0.00
H: 3.3570 -0.7305 -0.3056  0.00
C: 2.0004 0.5807 3.0230  -0.01
H: 2.9463 0.3388 3.5255  0.00
H: 1.1578 0.3847 3.6926  0.00
H: 1.9935 1.6447 2.7504  0.00
C: 1.8899 -2.1681 2.0343  0.00
H: 2.7060 -2.3377 2.7484  0.00
H: 2.0462 -2.8048 1.1513  0.00
H: 0.9374 -2.4395 2.5112  0.00
C: -0.1141 -2.7942 -0.7261  -0.06
C: 0.2746 -4.7164 -2.1794  -0.11
C: 0.4474 -3.3691 -1.9161  0.18
C: -0.8544 -3.6377 0.1617  0.17
C: -1.0116 -4.9846 -0.1172  -0.09
C: -0.4498 -5.5252 -1.2840  0.20
H: 0.6998 -5.1461 -3.0844  0.00
H: 0.9994 -2.7009 -2.5825  0.01
H: -1.2877 -3.1644 1.0480  0.01
H: -1.5792 -5.6067 0.5791  0.00
H: -0.5848 -6.5849 -1.4960  0.01
C: 0.6267 2.9506 -0.3490  -0.01
O: 1.0421 1.5765 -0.4212  0.10
C: 1.3765 3.6795 -1.4661  0.01
H: 1.6081 4.7042 -1.1740  0.00
H: 0.7394 3.7166 -2.3596  0.00
H: 2.3062 3.1566 -1.7103  0.00
C: 0.8416 3.6090 1.0074  0.04
H: 1.9119 3.7163 1.2100  0.00
H: 0.3545 3.0893 1.8347  -0.03
H: 0.4097 4.6185 0.9485  0.00
F: -2.1281 2.6334 1.7106  0.04
Te: -2.2438 1.2208 3.0091  0.51
F: -2.0984 -0.2385 4.3028  0.11
F: -0.5604 1.9175 3.6708  0.06
F: -3.1353 2.5320 4.1619  0.11
F: -3.9171 0.6247 2.1556  0.10
O: -1.2815 0.0704 1.7533  0.23

Atomic forces in eV per Å
Os -0.224 0.257 1.140
P -1.031 0.358 -0.384
P 0.786 0.098 0.754
N 0.155 -2.347 -1.446
H 0.453 0.236 0.054
C -0.003 0.027 -0.165
H 0.077 -0.061 0.134
H 0.014 0.126 0.090
H -0.050 -0.178 0.018
C -0.075 0.135 -0.069
H 0.192 -0.104 0.183
H -0.144 -0.105 0.026
H 0.155 0.104 -0.220
C 0.167 -0.037 0.006
H 0.238 0.123 0.083
H 0.098 0.097 -0.187
H -0.102 0.139 0.215
C 0.009 -0.057 0.002
H -0.198 -0.040 -0.040
H -0.077 -0.305 0.049
H 0.030 0.135 0.056
C 0.201 -0.085 0.150
H -0.187 0.035 -0.088
H 0.152 0.119 -0.107
H -0.064 -0.321 0.098
C -0.007 0.114 -0.036
H -0.153 0.109 -0.169
H -0.113 0.202 0.265
H 0.253 0.081 -0.153
C -0.211 -0.593 -0.025
C -0.226 -0.036 0.354
C -0.127 0.501 0.609
C 0.182 0.494 -0.202
C 0.131 0.158 -0.166
C 0.006 0.004 -0.011
H -0.104 0.049 0.197
H -0.154 -0.314 0.151
H 0.106 -0.255 -0.243
H 0.211 0.124 -0.311
H 0.065 0.251 0.006
C -0.279 -0.102 -0.456
O -0.376 0.880 0.368
C -0.447 0.158 -0.160
H 0.013 0.018 -0.088
H 0.355 0.011 0.023
H -0.153 0.067 0.109
C 0.089 0.044 -0.135
H -0.012 -0.034 0.025
H 0.016 -0.029 -0.165
H 0.110 -0.236 0.107
F 0.105 0.179 -0.410
Te -0.437 0.671 0.915
F 0.034 -0.227 0.205
F 0.069 -0.079 -0.080
F -0.016 -0.151 -0.003
F -0.168 -0.084 -0.155
O 0.666 -0.322 -0.719

=====

No. 2
Entry from the OMol25 dataset: a 3-piece molecular cluster, C15H30INO6 overall in a non-equilibrium geometry (ωB97M-V/def2-TZVPD).

Values from the calculation:
Lowest unoccupied orbital energy   0.01670 Ha
Gap between HOMO and LUMO   9.90 eV
Structure (SMILES)   CC(=O)N(C)[C@@]1(CCCI)COC(=O)O1.CC(C)O.CC(C)O
Electronic energy   -37917.133 eV
HOMO level   -9.45 eV

Each line ends with the natural charge from an NBO analysis.
Atoms and positions in Å:
C: 2.0408 -0.1925 2.9429  -0.72
C: 1.8185 -0.5676 1.5038  0.72
O: 1.9528 -1.7225 1.1342  -0.57
N: 1.4474 0.4933 0.6312  -0.53
C: 1.7680 0.2046 -0.7809  -0.43
C: 0.0479 0.8893 0.8253  0.42
C: -0.9077 -0.2826 0.9655  -0.45
C: -2.3809 0.0296 0.8019  -0.45
C: -3.0185 0.9123 1.8562  -0.49
I: -2.8006 0.1631 3.8522  0.05
C: 0.0081 1.9596 1.9713  -0.13
O: -0.5015 3.1419 1.3631  -0.50
C: -0.1958 2.9865 0.0397  0.98
O: 0.1511 3.8592 -0.7276  -0.55
O: -0.4157 1.6755 -0.2569  -0.52
H: 2.5020 -1.0148 3.4635  0.25
H: 1.0613 -0.0415 3.3928  0.23
H: 2.6005 0.7258 3.0432  0.23
H: 2.4233 -0.6473 -0.8810  0.23
H: 2.2905 1.0535 -1.1919  0.23
H: 0.8912 -0.0002 -1.3799  0.20
H: -0.6375 -0.9681 0.1643  0.23
H: -0.7224 -0.8306 1.8795  0.23
H: -2.9055 -0.9194 0.8387  0.25
H: -2.5842 0.4601 -0.1700  0.23
H: -2.6663 1.9327 1.8507  0.22
H: -4.0827 0.9521 1.6819  0.23
H: -0.4895 1.6659 2.8839  0.21
H: 1.0228 2.1919 2.2706  0.20
C: -4.2223 -5.5173 1.7575  -0.63
C: -4.4564 -4.2260 0.9893  0.10
C: -4.4993 -4.4683 -0.5119  -0.63
O: -3.4429 -3.2715 1.3078  -0.73
H: -3.2611 -5.9575 1.4784  0.20
H: -4.1953 -5.3241 2.8299  0.22
H: -5.0067 -6.2472 1.5542  0.21
H: -5.3958 -3.7761 1.3121  0.18
H: -3.5465 -4.8774 -0.8589  0.20
H: -4.6685 -3.5329 -1.0459  0.22
H: -5.2913 -5.1692 -0.7780  0.21
H: -2.5963 -3.6405 1.0367  0.46
C: 3.5372 4.1339 -3.4379  -0.63
C: 4.4155 2.9462 -3.0756  0.10
C: 5.5948 2.8079 -4.0261  -0.63
O: 3.6411 1.7458 -3.0695  -0.73
H: 3.1232 4.0082 -4.4422  0.20
H: 2.6985 4.2159 -2.7460  0.23
H: 4.1024 5.0666 -3.4135  0.21
H: 4.7829 3.0643 -2.0555  0.17
H: 5.2425 2.6430 -5.0480  0.20
H: 6.2114 1.9524 -3.7497  0.22
H: 6.2173 3.7034 -4.0177  0.21
H: 3.2983 1.6109 -3.9579  0.46

Atomic forces in eV per Å
C -0.575 -0.001 -0.162
C 0.134 -1.028 -0.012
O 0.181 1.088 0.100
N 0.136 -0.882 -0.799
C 0.120 0.059 -0.088
C -0.693 0.940 1.478
C 0.171 -0.062 -0.790
C -0.135 -0.312 0.720
C -0.120 0.075 -0.225
I -0.044 0.017 -0.017
C 0.707 -0.342 0.344
O 0.420 0.246 -0.438
C -0.036 1.674 -0.909
O -1.023 -1.880 1.527
O 1.116 0.264 -0.968
H 0.236 -0.207 0.084
H -0.164 0.109 0.230
H 0.202 0.161 0.016
H 0.120 -0.221 0.293
H -0.054 0.308 -0.240
H -0.259 -0.026 -0.113
H 0.057 -0.223 -0.126
H 0.054 0.006 0.388
H -0.092 -0.257 -0.103
H 0.040 0.237 -0.267
H 0.264 0.195 0.154
H -0.301 -0.041 0.103
H -0.790 0.140 -0.091
H 0.292 -0.067 -0.068
C -0.018 0.052 0.138
C 0.223 -0.297 -0.163
C -0.037 0.138 -0.038
O -0.157 0.175 0.048
H -0.022 -0.022 -0.076
H -0.035 0.015 0.000
H 0.009 -0.008 -0.016
H 0.031 0.098 0.044
H -0.008 -0.073 0.035
H -0.035 0.004 0.015
H 0.010 -0.015 0.000
H 0.072 -0.051 0.004
C -0.097 -0.001 0.141
C -0.083 0.128 -0.402
C 0.073 -0.116 0.078
O 0.120 -0.033 0.224
H 0.072 0.009 -0.043
H 0.019 0.000 0.026
H 0.008 0.001 -0.021
H -0.040 -0.089 0.053
H -0.031 0.077 -0.013
H 0.007 0.014 0.033
H -0.009 0.012 -0.016
H -0.037 0.009 -0.073

=====

No. 3
Entry from the OMol25 dataset: a 3-piece molecular cluster, C15H30N5O2 overall in a non-equilibrium geometry (ωB97M-V/def2-TZVPD).

Values from the calculation:
Lowest unoccupied orbital energy   -0.14731 Ha
Gap between HOMO and LUMO   7.77 eV
Net charge   +1
Electronic energy   -27579.529 eV
HOMO level   -11.78 eV

Each line ends with the natural charge from an NBO analysis.
Atoms and positions in Å:
C: 0.4701 1.3237 5.8237  -0.36
C: -0.4045 1.0102 4.8768  -0.21
C: -0.1634 -0.0466 3.8264  -0.44
C: -0.8824 0.2813 2.5114  -0.24
C: -1.1480 -0.9473 1.6565  -0.22
N: -1.4935 -0.5517 0.2400  -0.70
C: -1.8516 0.7836 0.1429  0.77
N: -3.0813 1.1384 -0.3390  -0.88
N: -1.0236 1.7084 0.5536  -0.47
C: -0.0706 1.2543 1.6464  -0.08
C: 1.1984 0.6607 1.0736  -0.28
C: 2.0004 1.3358 0.2529  -0.31
H: 1.4477 0.8550 5.8595  0.20
H: 0.2414 2.0322 6.6081  0.21
H: -1.3713 1.5093 4.8513  0.19
H: -0.5948 -0.9769 4.2098  0.23
H: 0.9072 -0.1641 3.6587  0.23
H: -1.8306 0.7644 2.7773  0.20
H: -0.2720 -1.5916 1.6058  0.24
H: -1.9805 -1.5298 2.0488  0.22
H: -0.6592 -0.7469 -0.3198  0.45
H: -3.9040 0.8305 0.1528  0.43
H: -3.2096 1.6490 -1.1959  0.44
H: -1.5788 2.5096 0.8450  0.42
H: 0.2049 2.1426 2.2111  0.25
H: 1.4519 -0.3673 1.3154  0.24
H: 3.0551 1.0907 0.2184  0.22
H: 1.6548 2.0775 -0.4626  0.21
C: 0.4314 -4.8592 0.6943  -0.73
C: 0.2352 -3.6742 -0.2149  0.69
O: 0.9537 -2.6764 -0.1616  -0.68
N: -0.7890 -3.7059 -1.0950  -0.60
C: -1.7946 -4.7269 -1.3176  -0.41
H: 1.2831 -4.6593 1.3368  0.25
H: -0.4519 -5.0248 1.3123  0.23
H: 0.6275 -5.7635 0.1182  0.24
H: -0.8242 -2.8676 -1.6538  0.39
H: -1.7602 -5.0781 -2.3488  0.21
H: -2.7915 -4.3297 -1.1227  0.20
H: -1.6239 -5.5728 -0.6593  0.22
C: 3.0904 2.4983 -4.3164  -0.72
C: 2.1763 3.3079 -3.4270  0.68
O: 2.5804 3.8532 -2.4137  -0.63
N: 0.8712 3.4169 -3.8037  -0.62
C: 0.2243 2.8485 -4.9699  -0.41
H: 4.0845 2.5151 -3.8816  0.25
H: 2.7516 1.4640 -4.3900  0.22
H: 3.1356 2.9229 -5.3196  0.23
H: 0.3179 3.9822 -3.1794  0.39
H: -0.1862 3.6346 -5.6050  0.21
H: -0.5910 2.1839 -4.6769  0.19
H: 0.9369 2.2757 -5.5536  0.22

Atomic forces in eV per Å
C -0.060 -0.062 -0.137
C 0.319 0.134 0.073
C -0.537 0.289 0.100
C 0.518 -0.128 0.111
C -0.163 0.077 -0.070
N -0.120 -0.336 0.745
C 0.294 -0.382 -0.781
N 0.066 0.275 -0.142
N -1.117 -0.047 1.638
C 0.127 -0.325 -0.991
C -0.008 0.153 -0.198
C 0.028 -0.329 -0.266
H -0.026 -0.003 0.017
H -0.021 0.059 -0.075
H -0.024 -0.097 0.093
H 0.244 -0.131 -0.082
H -0.022 -0.273 0.049
H -0.008 0.034 -0.100
H -0.034 0.018 -0.027
H 0.001 0.004 0.035
H -0.108 -0.021 -0.177
H 0.007 -0.662 -0.413
H 0.103 0.420 0.242
H 0.517 0.579 -0.530
H -0.163 0.110 -0.092
H 0.419 0.324 0.862
H -0.154 -0.559 -0.697
H 0.160 0.812 0.769
C 0.110 0.049 -0.030
C -0.127 0.030 0.004
O -0.109 0.145 0.163
N 0.048 0.092 0.000
C 0.055 0.049 -0.035
H 0.012 0.010 -0.012
H -0.017 -0.041 -0.031
H -0.048 -0.023 0.017
H -0.130 -0.083 -0.130
H 0.016 -0.052 0.019
H -0.004 -0.035 0.041
H 0.008 -0.008 0.003
C 0.018 0.016 0.046
C 0.111 0.052 -0.087
O -0.144 -0.119 0.106
N -0.039 -0.151 0.065
C -0.037 0.139 0.093
H -0.007 0.021 0.023
H -0.003 0.003 -0.052
H -0.015 -0.039 -0.019
H 0.032 0.084 -0.046
H 0.017 -0.025 -0.047
H 0.014 -0.041 -0.040
H -0.001 -0.006 -0.009

=====

No. 4
Entry from the OMol25 dataset: one molecule with the formula C15H30O2 (ωB97M-V/def2-TZVPD).

Values from the calculation:
Lowest unoccupied orbital energy   0.02919 Ha
Gap between HOMO and LUMO   11.15 eV
Structure (SMILES)   CCCCCCCCCCCCCCC(=O)O
Relative energy (zero: lowest compared OMol25 entry of this formula, charge and spin)   1.15 kcal per mole
Electronic energy   -20137.998 eV
HOMO level   -10.35 eV

Each line ends with the natural charge from an NBO analysis.
Atoms and positions in Å:
C: 4.2629 2.1201 1.2315  -0.61
C: 4.3285 2.3030 -0.2803  -0.40
C: 4.9348 1.1023 -1.0092  -0.39
C: 4.1553 -0.2046 -0.8531  -0.40
C: 2.7446 -0.1344 -1.4337  -0.40
C: 2.0529 -1.4969 -1.4955  -0.39
C: 1.8450 -2.1753 -0.1391  -0.39
C: 1.0513 -1.3556 0.8793  -0.39
C: -0.3635 -1.0151 0.4164  -0.40
C: -1.1638 -0.3320 1.5236  -0.38
C: -2.5373 0.1583 1.0638  -0.39
C: -3.4756 -0.9812 0.6691  -0.39
C: -4.9257 -0.5317 0.4961  -0.38
C: -5.1031 0.4508 -0.6704  -0.51
C: -6.5681 0.7436 -0.8465  0.80
O: -7.3079 0.1983 -1.6201  -0.60
O: -6.9920 1.6899 0.0039  -0.69
H: -7.9449 1.8381 -0.1015  0.50
H: -4.5812 1.3820 -0.4556  0.23
H: -4.7197 0.0071 -1.5892  0.23
H: -5.2753 -0.0578 1.4157  0.20
H: -5.5492 -1.4092 0.3096  0.21
H: -3.1322 -1.4395 -0.2594  0.20
H: -3.4471 -1.7458 1.4490  0.20
H: -2.4042 0.8376 0.2199  0.19
H: -2.9953 0.7240 1.8791  0.20
H: -1.2879 -1.0237 2.3603  0.19
H: -0.5934 0.5258 1.8896  0.20
H: -0.8664 -1.9340 0.1101  0.20
H: -0.3191 -0.3509 -0.4484  0.19
H: 0.9872 -1.9338 1.8052  0.20
H: 1.5871 -0.4338 1.1124  0.19
H: 2.8180 -2.4185 0.2924  0.20
H: 1.3223 -3.1202 -0.3102  0.20
H: 2.6505 -2.1665 -2.1199  0.20
H: 1.0854 -1.3757 -1.9871  0.20
H: 2.1357 0.5537 -0.8473  0.19
H: 2.8031 0.2650 -2.4499  0.20
H: 4.1102 -0.4747 0.2018  0.20
H: 4.7076 -0.9942 -1.3697  0.20
H: 5.0075 1.3436 -2.0730  0.20
H: 5.9511 0.9464 -0.6377  0.20
H: 4.9428 3.1795 -0.5021  0.20
H: 3.3279 2.5028 -0.6672  0.19
H: 3.5722 1.3254 1.5015  0.20
H: 3.9238 3.0373 1.7083  0.21
H: 5.2451 1.8708 1.6278  0.20

Atomic forces in eV per Å
C -0.061 0.109 -0.234
C 0.164 -0.119 0.029
C -0.130 0.000 0.091
C -0.059 0.268 -0.175
C 0.127 -0.319 0.026
C -0.024 0.077 0.131
C 0.011 0.142 -0.002
C -0.089 -0.228 -0.283
C 0.180 0.086 0.437
C -0.102 0.128 -0.344
C 0.093 -0.302 0.138
C -0.139 0.298 0.095
C 0.174 -0.086 -0.136
C -0.149 -0.065 0.202
C 0.012 -0.105 -0.361
O -0.064 -0.130 -0.110
O -0.011 0.497 0.527
H 0.138 -0.235 -0.189
H 0.055 0.011 -0.065
H -0.061 0.068 -0.015
H -0.044 -0.041 0.037
H -0.060 0.032 0.039
H 0.024 -0.125 -0.027
H 0.055 -0.089 -0.015
H -0.013 0.126 -0.009
H -0.067 0.097 -0.024
H 0.025 -0.003 0.089
H 0.054 -0.022 0.078
H -0.037 -0.049 -0.125
H -0.055 0.008 -0.137
H 0.025 0.064 0.068
H 0.041 0.085 0.099
H 0.024 -0.103 0.005
H 0.046 -0.070 0.047
H -0.041 -0.001 -0.085
H -0.018 -0.057 -0.084
H -0.075 0.145 -0.006
H -0.032 0.107 0.003
H 0.034 -0.118 0.080
H 0.002 -0.092 0.063
H 0.079 -0.036 -0.040
H 0.072 0.040 -0.053
H -0.081 0.037 -0.046
H -0.020 0.089 -0.052
H -0.071 -0.107 0.109
H -0.029 0.032 0.118
H 0.097 -0.045 0.103